Record 1
54
Properties=species:S:1:pos:R:3 method="wB97M-V/def2-TZVPD" smiles=CCO.CCO.CCO.CCO.CCO.CCO energy_ev=-25309.2689 homo_ev=-9.994 total_charge=0 relative_energy_kcal_mol=90.7 spin_multiplicity=1
C 5.612 8.430 -1.327
C 5.490 6.921 -1.265
O 4.203 6.402 -1.613
H 5.037 8.893 -0.525
H 5.313 8.845 -2.289
H 6.663 8.709 -1.261
H 5.719 6.641 -0.237
H 6.198 6.366 -1.880
H 4.292 5.504 -1.941
C 7.085 -1.140 -4.481
C 8.547 -1.437 -4.805
O 9.406 -0.296 -4.656
H 6.609 -0.612 -5.308
H 6.981 -0.604 -3.538
H 6.536 -2.064 -4.301
H 8.669 -1.664 -5.864
H 8.852 -2.250 -4.145
H 9.126 0.331 -5.327
C -1.025 -2.957 -0.266
C 0.231 -2.100 -0.501
O 0.041 -1.127 -1.460
H -1.440 -3.479 -1.128
H -1.763 -2.276 0.157
H -0.734 -3.714 0.463
H 1.133 -2.624 -0.819
H 0.558 -1.683 0.451
H -0.768 -1.410 -1.891
C -1.384 -5.816 7.871
C -1.973 -4.691 8.807
O -0.993 -3.694 8.940
H -0.341 -5.972 8.145
H -1.431 -5.489 6.832
H -1.941 -6.749 7.958
H -2.389 -5.001 9.766
H -2.856 -4.297 8.304
H -0.565 -3.988 9.748
C -7.109 -1.814 -4.241
C -6.077 -1.982 -5.376
O -4.957 -1.204 -4.992
H -7.467 -0.786 -4.186
H -6.723 -2.173 -3.287
H -7.801 -2.607 -4.526
H -6.473 -1.783 -6.371
H -5.820 -3.032 -5.522
H -5.171 -0.284 -5.164
C -4.368 2.802 3.729
C -5.152 2.738 2.436
O -6.198 3.629 2.699
H -4.816 2.049 4.377
H -4.437 3.695 4.350
H -3.323 2.532 3.575
H -5.368 1.711 2.140
H -4.501 3.100 1.640
H -6.938 3.500 2.101



Record 2
44
Properties=species:S:1:pos:R:3 method="wB97M-V/def2-TZVPD" energy_ev=-90838.5210 homo_ev=-4.951 total_charge=-1 relative_energy_kcal_mol=11.6 spin_multiplicity=1
Cu 1.040 0.141 -1.021
O -2.382 5.082 -4.426
C -2.140 5.088 -3.213
O -2.548 5.826 -2.314
C -1.166 3.936 -2.746
C -0.588 3.085 -3.685
C 0.192 2.031 -3.258
N 0.416 1.781 -1.968
C -0.125 2.596 -1.047
C -0.906 3.683 -1.403
C 0.133 2.250 0.424
O -0.309 2.994 1.289
O 0.791 1.182 0.644
H -0.777 3.260 -4.733
H 0.653 1.345 -3.959
H -1.328 4.318 -0.639
C 3.012 -3.022 0.684
P 2.214 -1.346 0.489
C 3.367 -0.309 1.464
C 0.841 -1.580 1.678
C 1.081 -1.789 3.031
C 0.039 -1.884 3.933
C -1.267 -1.770 3.489
C -1.519 -1.587 2.141
C -0.479 -1.501 1.225
P -0.775 -1.268 -0.563
C -2.480 -0.585 -0.612
C -1.093 -3.034 -1.019
H 3.247 -3.244 1.723
H 3.924 -3.050 0.090
H 2.331 -3.780 0.301
H 3.641 -0.753 2.420
H 2.851 0.637 1.617
H 4.265 -0.137 0.871
H 2.095 -1.861 3.397
H 0.243 -2.026 4.987
H -2.089 -1.810 4.191
H -2.543 -1.487 1.809
H -2.501 0.323 -0.008
H -3.235 -1.292 -0.265
H -2.701 -0.307 -1.644
H -1.803 -3.506 -0.340
H -0.145 -3.569 -0.991
H -1.476 -3.063 -2.039



Record 3
49
Properties=species:S:1:pos:R:3 method="wB97M-V/def2-TZVPD" energy_ev=-34022.1668 homo_ev=-5.104 total_charge=0 relative_energy_kcal_mol=33.2 spin_multiplicity=1
Ba -9.993 -5.660 -17.729
C -9.689 1.412 -12.934
C -9.778 2.886 -13.072
C -9.436 3.537 -14.525
O -9.533 4.745 -14.691
C -9.165 2.632 -15.607
C -9.277 1.280 -15.429
C -9.563 0.657 -14.051
O -9.549 -0.609 -13.756
O -9.138 0.580 -16.486
O -10.139 3.688 -12.185
H -9.759 1.056 -11.917
H -9.102 3.119 -16.570
C -7.278 -11.606 -20.000
O -7.083 -10.512 -19.146
H -7.056 -11.337 -21.033
H -6.661 -12.436 -19.656
H -8.317 -11.935 -19.968
H -6.148 -10.356 -18.991
C -13.538 -9.702 -21.632
O -13.351 -9.249 -20.322
H -13.121 -9.020 -22.373
H -12.995 -10.639 -21.756
H -14.580 -9.899 -21.885
H -13.927 -9.784 -19.771
C -11.934 -2.751 -23.592
O -12.398 -3.701 -22.597
H -11.402 -3.197 -24.433
H -12.707 -2.128 -24.041
H -11.143 -2.139 -23.157
H -13.328 -3.794 -22.819
C -12.520 -8.768 -12.516
O -11.585 -9.047 -13.557
H -12.874 -7.746 -12.655
H -13.381 -9.429 -12.616
H -11.986 -8.827 -11.568
H -11.287 -9.958 -13.504
C -5.550 -5.190 -21.903
O -6.869 -5.545 -22.149
H -5.244 -4.301 -22.455
H -5.394 -5.026 -20.836
H -4.892 -6.014 -22.181
H -7.018 -5.902 -23.028
C -16.541 -4.578 -16.634
O -15.248 -4.164 -16.420
H -17.299 -3.796 -16.669
H -16.717 -5.180 -17.526
H -16.937 -5.159 -15.801
H -15.378 -3.548 -15.695



Record 4
14
Properties=species:S:1:pos:R:3 method="wB97M-V/def2-TZVPD" energy_ev=-7349.9721 homo_ev=-1.912 total_charge=-1 relative_energy_kcal_mol=49.7 spin_multiplicity=1
C -0.838 0.891 -0.438
O -1.293 1.181 -1.686
C -1.540 -0.294 0.295
C -2.705 -0.887 -0.561
H -1.221 1.957 0.052
H 0.287 0.799 -0.263
H -1.821 0.152 1.269
H -0.857 -1.215 0.454
H -2.456 -0.360 -1.520
H -3.817 -0.723 -0.357
H -2.492 -1.964 -0.878
H 5.949 -0.366 0.629
H 6.243 0.483 1.968
O 6.561 0.347 1.036



Record 5
72
Properties=species:S:1:pos:R:3 method="wB97M-V/def2-TZVPD" smiles=CO.CO.CO.CO.CO.CO.CO.CO.CO.CO.CO.CO energy_ev=-37784.5526 homo_ev=-10.177 total_charge=0 relative_energy_kcal_mol=183.5 spin_multiplicity=1
C 1.820 -7.979 -4.210
O 1.431 -6.673 -4.366
H 2.492 -8.305 -5.005
H 2.238 -8.049 -3.206
H 0.935 -8.613 -4.267
H 2.046 -6.143 -3.855
C -3.546 2.177 5.427
O -3.542 2.978 4.205
H -4.562 2.069 5.807
H -3.134 1.177 5.292
H -2.900 2.572 6.211
H -3.789 3.877 4.434
C 1.249 8.401 0.257
O 2.277 9.109 0.953
H 1.147 7.369 0.594
H 0.250 8.811 0.402
H 1.557 8.373 -0.788
H 1.886 9.903 1.323
C 5.512 -4.550 -0.346
O 4.988 -4.003 -1.539
H 6.280 -5.244 -0.687
H 5.884 -3.805 0.357
H 4.735 -5.093 0.191
H 5.737 -3.567 -1.950
C 3.573 3.216 6.380
O 3.623 2.787 7.721
H 3.225 4.245 6.291
H 4.595 3.311 6.011
H 2.945 2.516 5.830
H 4.031 3.466 8.264
C 2.963 1.284 -4.597
O 2.180 2.276 -3.998
H 3.912 1.161 -4.075
H 2.406 0.347 -4.603
H 3.180 1.585 -5.622
H 1.929 1.993 -3.115
C 0.545 -0.369 0.740
O 0.396 0.986 0.757
H -0.131 -0.809 1.474
H 0.387 -0.877 -0.211
H 1.556 -0.545 1.108
H -0.041 1.349 1.531
C -7.176 -2.302 1.651
O -7.041 -3.695 1.788
H -7.658 -2.024 0.713
H -7.916 -1.945 2.368
H -6.217 -1.788 1.710
H -6.807 -3.917 2.692
C 6.182 5.148 0.584
O 6.304 6.216 1.554
H 5.138 5.053 0.285
H 6.602 5.492 -0.361
H 6.663 4.251 0.974
H 5.544 6.746 1.303
C -4.347 -2.732 -3.770
O -3.248 -2.705 -4.682
H -5.099 -1.967 -3.969
H -4.847 -3.697 -3.852
H -3.981 -2.534 -2.763
H -2.461 -3.188 -4.420
C -4.467 4.144 -2.569
O -5.307 4.814 -3.518
H -3.808 3.444 -3.083
H -3.792 4.776 -1.994
H -5.122 3.595 -1.892
H -6.038 4.246 -3.772
C -2.293 -7.673 0.049
O -1.501 -8.824 0.342
H -2.463 -7.594 -1.024
H -3.340 -7.798 0.322
H -1.898 -6.720 0.403
H -1.869 -9.535 -0.188



Record 6
64
Properties=species:S:1:pos:R:3 method="wB97M-V/def2-TZVPD" smiles="CCOP(=O)(CC[SiH3])OCC.O=C1C=CC(=O)C=C1.O=C1C=CC(=O)C=C1.O=C1C=CC(=O)C=C1" energy_ev=-60950.7000 homo_ev=-10.323 total_charge=0 spin_multiplicity=1
C 2.969 -0.644 -1.382
C 1.567 -0.545 -1.921
O 0.784 0.245 -0.998
P -0.561 0.962 -1.468
O -0.750 0.962 -2.929
C -1.889 0.202 -0.529
C -3.236 0.371 -1.253
Si -3.398 -0.656 -2.835
O -0.474 2.390 -0.779
C 0.484 3.337 -1.293
C -0.188 4.403 -2.142
H 3.594 -1.177 -2.101
H 2.989 -1.165 -0.426
H 3.388 0.355 -1.249
H 1.535 -0.072 -2.903
H 1.098 -1.529 -2.004
H -1.898 0.657 0.464
H -1.635 -0.852 -0.397
H -4.042 0.081 -0.573
H -3.401 1.422 -1.502
H -3.428 0.199 -4.038
H -2.238 -1.574 -2.924
H -4.648 -1.440 -2.792
H 1.252 2.806 -1.864
H 0.972 3.784 -0.430
H -0.151 4.150 -3.201
H 0.283 5.373 -1.982
H -1.238 4.489 -1.857
O 0.696 3.840 5.954
C 0.785 4.272 4.825
C -0.324 4.118 3.849
C -0.224 4.591 2.611
C 1.002 5.294 2.154
O 1.090 5.719 1.021
C 2.113 5.446 3.126
C 2.012 4.973 4.365
H -1.204 3.599 4.209
H -1.011 4.485 1.875
H 2.994 5.960 2.764
H 2.805 5.070 5.095
O -6.236 -2.958 4.638
C -6.174 -2.844 3.434
C -7.359 -3.090 2.572
C -7.290 -2.965 1.250
C -6.025 -2.572 0.579
O -5.960 -2.451 -0.625
C -4.838 -2.329 1.440
C -4.907 -2.454 2.762
H -8.268 -3.374 3.087
H -8.138 -3.137 0.600
H -3.928 -2.049 0.925
H -4.058 -2.284 3.412
O 3.981 -3.673 -0.289
C 5.008 -3.957 -0.865
C 6.314 -3.960 -0.157
C 7.442 -4.262 -0.793
C 7.444 -4.609 -2.238
O 8.472 -4.884 -2.817
C 6.137 -4.607 -2.945
C 5.009 -4.307 -2.309
H 6.284 -3.703 0.894
H 8.407 -4.271 -0.303
H 6.166 -4.865 -3.996
H 4.043 -4.299 -2.799



Kohn-Sham gap per entry: 10.6233 7.2565 1.7498 4.7186 10.2496 8.6870 eV